# 1
A molecular structure, C20H30I2N6O3PS4Ti. Source: the Open Molecules 2025 dataset; level of theory: ωB97M-V/def2-TZVPD.

```
! wB97M-V def2-TZVPD RIJCOSX def2/J DEFGRID3
* xyz -2 4
Ti 0.37314 0.79648 -0.29900
I 0.30322 5.80406 0.37608
C 1.92022 4.42257 0.56645
C 3.14224 4.82527 1.05042
C 4.14470 3.87712 1.18340
I 6.06968 4.58312 1.85841
C 3.95697 2.51655 0.91093
C 4.91825 1.49239 1.03758
C 4.53679 0.18059 0.74440
C 3.24602 -0.10531 0.37345
N 2.28619 0.84202 0.25081
C 2.65620 2.13846 0.48116
C 1.62872 3.09520 0.22322
O 0.49175 2.70958 -0.26298
H 3.31739 5.85554 1.32974
H 5.93331 1.71745 1.32982
H 5.25970 -0.62259 0.82200
H 2.95648 -1.12156 0.13470
C -6.57261 -1.25005 -1.21436
C -5.17717 -1.86028 -1.22935
O -4.19410 -0.84462 -1.24301
P -3.46748 -0.39131 0.12035
S -2.25279 1.10529 -0.34178
S -2.94715 -1.98183 1.20467
O -4.80796 0.23736 0.87534
C -4.76496 0.45923 2.26019
C -4.25740 1.85174 2.61304
H -7.33383 -2.02744 -1.26661
H -6.67313 -0.57915 -2.06545
H -6.70602 -0.67536 -0.30017
H -5.01739 -2.44742 -2.14100
H -5.03152 -2.51386 -0.35724
H -4.12586 -0.31305 2.71606
H -5.78887 0.31459 2.63263
H -3.33369 2.04910 2.07093
H -4.08083 1.92026 3.68573
H -4.98380 2.60477 2.31887
N 0.20690 -0.93411 1.22933
C 0.31113 -0.63860 2.64565
C -0.60445 0.56153 2.90185
N -0.19939 1.60250 1.98591
H -0.74923 -1.25812 1.03431
H 0.82828 -1.69502 0.95617
H 1.34832 -0.36629 2.87199
H 0.01121 -1.48868 3.28155
H -0.56707 0.86678 3.96218
H -1.62919 0.25254 2.66996
H 0.55241 2.17755 2.35541
H -0.95913 2.19556 1.66198
S -0.12320 -1.50445 -1.59621
C 1.41024 -2.20542 -1.79296
N 2.43332 -1.52658 -2.40661
C 3.36685 -2.23973 -3.24311
C 2.76865 -3.58551 -3.64992
C 2.43703 -4.36402 -2.37947
N 1.64526 -3.54839 -1.45777
H 2.14689 -0.58792 -2.69851
H 4.29865 -2.41626 -2.68487
H 3.60682 -1.63442 -4.12196
H 3.46503 -4.14772 -4.27687
H 1.84809 -3.40523 -4.20948
H 3.37768 -4.64434 -1.87867
H 1.90689 -5.29175 -2.62965
H 0.77499 -3.97939 -1.17072
S 1.46552 1.44926 -2.64198
C -0.01821 1.72466 -3.28820
N -0.98467 1.96664 -3.87877
*
```

Summary:
E_HOMO (alpha / beta) in eV: 1.08 / -1.55
Relative energy (zero: lowest compared OMol25 entry of this formula, charge and spin) in kJ/mol: 41.6
Kohn-Sham gap (alpha / beta) in Eh: 0.100 / 0.196

Partial atomic charges computed with the Mulliken method, in multiples of e: 0.424, -0.119, -0.622, -0.539, 0.109, -0.143, 0.524, -1.212, -1.191, -0.532, 0.862, 0.671, 0.353, -0.737, 0.308, 0.125, 0.373, 0.417, -1.005, -0.292, -0.341, 0.922, -0.478, -0.542, -0.395, -0.399, -0.838, 0.382, 0.270, 0.186, 0.352, 0.255, 0.269, 0.331, 0.008, 0.334, 0.351, -0.005, -0.769, -0.269, -0.163, -0.178, 0.132, 0.339, 0.394, 0.356, -0.143, 0.174, 0.220, -0.501, 0.274, 0.491, -0.744, -0.550, -0.734, -0.227, -0.359, 0.284, 0.358, 0.361, 0.307, 0.311, 0.329, 0.364, -0.551, 0.849, -0.787



# 2
10 unconnected molecules or ions with the total composition C20H30N10. Source: the Open Molecules 2025 dataset; level of theory: ωB97M-V/def2-TZVPD.

```
! wB97M-V def2-TZVPD RIJCOSX def2/J DEFGRID3
* xyz 0 1
C -1.97667 1.73460 -2.24355
C -1.43399 0.76747 -3.14561
N -1.02559 0.10920 -3.95263
H -2.84245 2.19680 -2.61705
H -1.26994 2.57503 -2.13962
H -2.29433 1.28406 -1.31037
C 0.19039 5.21865 -1.81165
C 1.17173 4.10228 -1.67078
N 2.01691 3.34569 -1.65304
H -0.01328 5.27619 -2.90722
H 0.67626 6.15238 -1.49359
H -0.66265 5.04985 -1.16210
C -2.46769 4.08530 2.38024
C -2.57788 4.10655 0.87855
N -2.74035 4.02484 -0.26511
H -3.29222 4.64660 2.85098
H -1.45837 4.41017 2.73095
H -2.50604 3.07758 2.70177
C -0.04961 0.28349 4.50298
C -0.08485 1.73844 4.48286
N -0.07994 2.87148 4.35741
H 0.39631 -0.06037 5.45595
H 0.51135 -0.14143 3.66351
H -1.11601 -0.03579 4.28460
C 3.13227 -4.17435 2.49726
C 2.46338 -3.01915 3.09167
N 1.91613 -2.22040 3.68759
H 3.83974 -4.61749 3.13173
H 3.62459 -3.64341 1.64610
H 2.43197 -4.94234 2.14085
C -2.63854 -3.40692 1.08567
C -2.04316 -4.13026 2.18835
N -1.44321 -4.60045 3.04563
H -2.08234 -2.46604 1.08450
H -3.76231 -3.21506 1.26964
H -2.43281 -3.87151 0.18600
C 2.35624 0.25457 -4.11562
C 1.82701 -1.11875 -3.97520
N 1.50365 -2.22624 -3.97972
H 3.17307 0.25388 -4.90968
H 2.80160 0.65573 -3.20268
H 1.54927 0.96075 -4.30466
C 3.17849 1.04175 1.84453
C 3.64859 -0.24173 1.38008
N 3.99157 -1.28697 1.00044
H 3.88550 1.48362 2.60668
H 2.16319 0.90800 2.21301
H 3.12577 1.67711 0.90590
C 0.65160 -0.45222 -0.75709
C -0.37002 -0.18072 0.26644
N -1.21758 0.10271 0.99013
H 1.05282 0.53015 -0.96821
H 0.17571 -0.96658 -1.64337
H 1.40618 -1.15186 -0.32732
C -2.78072 -3.71554 -3.69290
C -1.83561 -3.93413 -2.61531
N -1.24616 -3.95894 -1.64042
H -3.27162 -4.66224 -3.96427
H -2.26171 -3.42585 -4.59324
H -3.58366 -3.05821 -3.48998
*
```

Summary:
E_HOMO in eV: -11.09
Relative energy (zero: lowest compared OMol25 entry of this formula, charge and spin) in kJ/mol: 95.8
Kohn-Sham gap in Eh: 0.422

Partial atomic charges computed with the Mulliken method, in multiples of e: -0.661, 0.314, -0.421, 0.540, -0.039, 0.227, -0.683, 0.400, -0.426, 0.268, 0.348, 0.094, -0.805, 0.502, -0.508, 0.331, 0.297, 0.198, -0.388, 0.398, -0.507, 0.281, 0.004, 0.243, -0.859, 0.297, -0.279, 0.312, 0.277, 0.263, 0.009, 0.271, -0.449, -0.159, 0.287, 0.031, -0.805, 0.490, -0.464, 0.326, 0.257, 0.249, -0.316, 0.432, -0.549, 0.341, -0.102, 0.189, -0.057, 0.331, -0.643, 0.020, 0.051, 0.230, -0.929, 0.528, -0.513, 0.335, 0.299, 0.291



# 3
A molecular structure, C20H30N12O4STi. Source: the Open Molecules 2025 dataset; level of theory: ωB97M-V/def2-TZVPD.

```
! wB97M-V def2-TZVPD RIJCOSX def2/J DEFGRID3
* xyz 0 1
Ti 0.01220 -0.58527 -0.17435
O 1.57069 0.54655 -4.21709
C 1.04540 1.79161 -4.28585
C 1.35263 2.56645 -5.40219
C 0.82985 3.83870 -5.53288
C -0.00775 4.36070 -4.55118
C -0.30831 3.59337 -3.44142
C 0.20806 2.30621 -3.28495
C -0.11094 1.51802 -2.07493
O 0.65480 0.45784 -1.80089
N -1.00879 1.89391 -1.23459
N -0.79458 1.14975 -0.07031
C -1.69359 0.53260 0.75122
C -2.90273 -0.17276 0.29972
C -4.14028 -0.09903 0.92544
C -5.19870 -0.90580 0.51217
C -5.01277 -1.78531 -0.54826
C -3.77696 -1.88894 -1.17537
C -2.71006 -1.10697 -0.73754
O -1.47335 -1.26569 -1.20098
H 1.27264 0.18248 -3.35195
H 1.99943 2.14067 -6.15816
H 1.07602 4.42871 -6.40689
H -0.42024 5.35538 -4.65399
H -0.96225 3.97019 -2.66540
H -1.63660 0.78381 1.81325
H -4.27859 0.60145 1.74309
H -6.16232 -0.83416 1.00051
H -5.83542 -2.40514 -0.88436
H -3.61010 -2.59428 -1.98011
N 2.51511 -1.01617 -0.64971
N 3.18677 -2.23583 -0.60141
C 2.50493 -3.38246 -0.79617
N 3.26698 -4.50134 -0.84291
S 0.84394 -3.43092 -0.93719
H 2.57908 -0.59561 -1.57137
H 2.88122 -0.36497 0.04572
H 4.19021 -2.23242 -0.71387
H 4.26474 -4.45049 -0.96399
H 2.80436 -5.34354 -1.13497
C 1.30491 2.02855 4.60327
N 0.89353 0.91885 3.76168
C 0.20329 -0.18505 4.40349
C 1.17426 0.85067 2.43609
N 1.15754 -0.23355 1.73429
N 1.44579 2.05514 1.82944
C 2.06797 2.18221 0.57723
N 1.51171 3.20763 -0.15642
N 3.07932 1.46218 0.28757
H 1.67458 1.63928 5.55256
H 0.47519 2.70991 4.81332
H 2.10888 2.58207 4.12587
H -0.35685 0.20058 5.25412
H 0.89484 -0.95250 4.76666
H -0.50188 -0.63815 3.70616
H 1.09673 -1.06610 2.30913
H 0.85685 2.82953 2.09078
H 0.49965 3.13615 -0.22811
H 1.92486 3.32584 -1.07049
H 3.37042 1.65419 -0.66787
N -2.53774 -3.18422 2.50087
C -1.28487 -3.13140 1.96437
N -0.45657 -4.20096 2.17927
O -0.91976 -2.12665 1.36804
H -2.94890 -4.06970 2.73852
H -3.16566 -2.47598 2.14291
H -0.87145 -5.08108 2.43715
H 0.28863 -4.25869 1.49423
*
```

Summary:
E_HOMO (alpha / beta) in eV: -6.16 / -6.15
Relative energy (zero: lowest compared OMol25 entry of this formula, charge and spin) in kJ/mol: 0.0
Kohn-Sham gap (alpha / beta) in Eh: 0.232 / 0.232

Partial atomic charges computed with the Mulliken method, in multiples of e: -0.342, -0.773, 0.540, -0.699, -0.291, -0.847, -0.725, 0.419, 1.233, -0.562, -1.338, 0.792, -0.426, 1.084, -0.665, -0.708, -0.398, -0.836, 0.538, -0.485, 0.426, 0.458, 0.384, 0.410, 0.436, 0.158, 0.372, 0.375, 0.390, 0.438, -0.255, -0.670, 0.541, -0.461, -0.405, 0.286, 0.537, 0.222, 0.184, 0.236, -1.239, 0.116, -1.176, 0.149, 0.119, -0.072, 0.249, -0.571, -0.800, 0.429, 0.349, 0.400, 0.443, 0.298, 0.326, 0.113, 0.338, 0.304, 0.324, 0.247, -0.466, 0.315, -0.467, -0.109, 0.230, 0.180, 0.237, 0.161



# 4
A single C20H30N2O2 molecule. Source: the Open Molecules 2025 dataset; level of theory: ωB97M-V/def2-TZVPD.

```
! wB97M-V def2-TZVPD RIJCOSX def2/J DEFGRID3
* xyz 0 1
C 2.07486 -3.28851 3.30008
C 2.63212 -2.44802 2.15171
C 3.71937 -1.49503 2.64806
C 3.17717 -3.35069 1.04298
O 1.57190 -1.70682 1.50618
C 0.84827 -0.81006 2.19953
O 0.99946 -0.51526 3.36292
N -0.12955 -0.26729 1.43593
C -0.28134 -0.43079 0.00030
C 0.50365 0.66180 -0.73594
C 0.07410 0.86865 -2.20113
C 0.52033 -0.26010 -3.14363
C -0.23183 -1.56787 -2.90791
C -1.73077 -1.31876 -2.75366
C -2.05630 -0.12763 -1.83820
C -1.76943 -0.39022 -0.34607
N -1.35353 1.01914 -2.36406
C -1.94196 2.33232 -2.21131
C -1.97882 2.92163 -0.81846
C -0.91974 3.68579 -0.34216
C -0.92717 4.17954 0.95090
C -2.00157 3.92311 1.78567
C -3.07582 3.18829 1.31334
C -3.06461 2.69571 0.01975
H 1.27632 -3.93304 2.93833
H 1.67867 -2.64071 4.07694
H 2.86467 -3.90528 3.71974
H 3.31812 -0.84376 3.41944
H 4.54750 -2.06521 3.05952
H 4.08465 -0.88344 1.82546
H 3.53415 -2.74685 0.21260
H 3.99742 -3.95209 1.42307
H 2.39298 -4.00939 0.67877
H -0.62851 0.49669 1.86850
H 0.13735 -1.41128 -0.22466
H 1.56914 0.42896 -0.69756
H 0.34811 1.60009 -0.19862
H 0.55034 1.79247 -2.55282
H 1.59472 -0.42230 -3.04365
H 0.32186 0.07763 -4.16308
H 0.16146 -2.07650 -2.03015
H -0.06682 -2.23339 -3.75912
H -2.22421 -2.21748 -2.38011
H -2.14718 -1.08778 -3.73649
H -3.13206 0.06758 -1.93127
H -2.24341 -1.32549 -0.04405
H -2.22625 0.41599 0.23197
H -2.96526 2.26382 -2.59596
H -1.38000 3.00553 -2.86765
H -0.08378 3.90184 -0.99358
H -0.09367 4.76708 1.30736
H -2.00654 4.30363 2.79614
H -3.92563 2.99986 1.95336
H -3.91295 2.13387 -0.34724
*
```

Summary:
E_HOMO in eV: -8.16
Relative energy (zero: lowest compared OMol25 entry of this formula, charge and spin) in kJ/mol: 69.3
Kohn-Sham gap in Eh: 0.327

Partial atomic charges computed with the Mulliken method, in multiples of e: -1.671, 1.490, -1.640, -1.745, -0.204, 0.388, -0.687, -0.093, 0.776, -1.019, -0.041, -1.180, -0.471, -1.161, 0.037, -1.018, 0.404, -1.787, 0.928, -0.399, -0.508, -0.589, -0.515, -0.359, 0.375, 0.390, 0.451, 0.381, 0.458, 0.372, 0.386, 0.442, 0.386, 0.293, 0.046, 0.459, 0.126, 0.351, 0.399, 0.421, 0.048, 0.509, 0.405, 0.411, 0.379, 0.374, 0.194, 0.514, 0.504, 0.384, 0.410, 0.402, 0.403, 0.388